Density functional theory data (ωB97M-V with the def2-TZVPD basis set) for a cluster of 13 separate species, C79H182N10O13 in total at a distorted geometry.

XYZ file:
```
284
Properties=species:S:1:pos:R:3:forces:R:3:mulliken_charge:R:1
C 5.447018 -4.072008 -4.798249 -0.680 0.670 -1.390 -1.52
C 5.316240 -4.069409 -3.276545 -0.559 -0.327 -0.693 0.14
C 4.224189 -3.138976 -2.896138 0.771 2.136 2.221 2.16
O 4.599233 -1.796080 -3.254882 -0.647 -0.291 0.461 -0.64
C 3.744021 -0.819034 -2.652506 -0.244 -0.496 -1.599 0.39
N 4.825706 -5.333859 -2.755362 0.478 -1.470 -1.130 -0.43
H 4.695831 -4.639413 -5.356446 -0.330 -0.304 0.646 0.29
H 6.366695 -4.392848 -5.247796 0.883 -0.455 0.414 0.41
H 5.319224 -3.067984 -5.247663 0.090 -0.129 0.734 0.25
H 6.279845 -3.843770 -2.865268 0.513 0.634 0.486 0.28
H 4.007361 -3.158125 -1.766452 0.584 -0.052 -1.271 -0.82
H 3.334574 -3.509561 -3.344103 -1.133 0.114 -0.767 -0.65
H 2.688667 -1.065559 -2.958985 0.640 0.389 0.638 -0.22
H 4.020941 0.138569 -3.120100 -0.162 -0.230 0.330 0.44
H 3.884335 -0.772342 -1.572151 -0.225 -0.063 0.010 -0.43
H 4.771704 -5.345065 -1.752919 0.276 0.227 0.569 0.08
H 5.518106 -6.026526 -3.039491 -0.412 -0.275 0.303 0.28
C 7.890559 -4.186971 0.960054 0.329 -0.419 -1.107 -1.48
C 6.602665 -3.903806 1.624090 -0.395 0.444 1.166 0.73
C 6.267292 -2.437790 1.415105 0.784 0.341 2.673 -1.30
O 4.945390 -2.195087 1.848053 1.026 -2.127 1.085 0.23
C 4.447250 -1.022843 1.414188 -1.373 1.403 -1.491 0.67
N 5.567422 -4.691668 0.985648 1.815 -2.094 -0.289 -0.28
H 8.592319 -3.410756 1.180674 0.793 0.289 0.280 0.41
H 7.675086 -4.137824 -0.115084 0.352 -0.200 0.045 0.20
H 8.287026 -5.173636 1.213707 0.068 0.168 -0.063 0.39
H 6.721125 -4.130029 2.714871 -0.374 0.313 -0.504 0.17
H 6.417960 -2.216352 0.399408 -0.172 0.454 -1.755 0.42
H 6.993350 -1.764458 2.005528 -0.884 -0.896 -0.678 0.29
H 3.458276 -0.850048 1.864889 0.411 0.027 0.026 -0.82
H 4.291311 -1.108949 0.320621 -0.026 0.434 0.186 -0.37
H 5.114977 -0.182387 1.597922 0.047 0.309 0.181 0.41
H 5.784765 -5.694612 1.227640 -0.853 1.362 -0.432 0.29
H 4.700099 -4.411903 1.339033 -1.680 0.108 0.724 -0.08
C 2.007146 -2.810117 3.587953 -1.390 -1.055 0.473 1.65
C 2.565295 -4.171239 3.940779 -0.800 1.631 1.670 0.30
C 2.659259 -4.208401 5.458380 0.106 -0.303 0.458 -0.74
O 3.296943 -5.434674 5.752434 0.494 -0.155 0.663 -0.43
C 3.741840 -5.590291 7.091726 0.800 1.237 -0.023 -0.77
N 1.645578 -5.182516 3.474964 1.045 -1.264 -0.335 -0.23
H 2.660607 -2.107432 4.021798 0.749 1.337 -0.049 -0.41
H 1.011770 -2.718193 4.085419 0.597 0.095 -0.485 -0.02
H 1.878393 -2.720170 2.520837 0.113 0.335 -0.291 -0.26
H 3.599718 -4.190808 3.616758 0.343 -0.559 -0.503 -0.33
H 1.707555 -4.159018 5.997910 -0.561 -0.280 -0.422 0.46
H 3.152551 -3.317150 5.880808 0.740 -0.372 -0.391 -0.03
H 2.991244 -5.221817 7.808156 0.011 -0.423 -0.102 0.31
H 4.682960 -4.991165 7.305925 -0.896 -0.437 -0.426 0.25
H 4.007561 -6.630522 7.235447 -0.269 -0.165 0.120 0.29
H 1.886247 -5.264977 2.482939 -0.537 -0.459 0.187 -0.02
H 1.925318 -6.076990 3.923652 -0.290 0.619 -0.563 0.40
C -3.612768 4.154491 -4.053587 0.608 -0.627 1.016 -0.91
C -2.730279 4.935592 -3.003668 -0.799 0.820 -1.346 2.55
C -1.740046 5.844097 -3.783188 -0.126 -1.592 0.164 -0.78
O -0.919007 6.600017 -2.909092 -0.797 0.808 -1.332 -0.42
C 0.151610 5.909994 -2.346790 -0.306 -0.369 1.226 -0.13
N -3.583259 5.779453 -2.177502 0.117 0.703 1.300 -0.53
H -4.469011 4.752974 -4.398722 0.086 -0.114 0.480 0.37
H -3.972632 3.166207 -3.572838 0.508 1.523 -1.170 0.14
H -3.008967 4.024619 -4.976439 -0.279 -0.592 0.588 0.09
H -2.203959 4.255833 -2.322356 -0.018 -0.039 -0.293 -1.55
H -2.359199 6.461733 -4.460805 0.514 0.318 0.548 0.26
H -1.155048 5.169867 -4.434634 0.322 0.384 0.131 0.15
H 0.607842 5.191288 -3.005083 0.382 -0.117 -0.747 0.13
H -0.238723 5.308478 -1.506080 0.424 0.185 0.150 -0.22
H 0.883259 6.651545 -1.992264 -0.234 -0.362 -0.090 0.39
H -2.975963 6.378308 -1.559247 -0.997 -0.814 -0.916 0.07
H -4.185769 6.408552 -2.717612 0.485 -0.288 -0.007 0.31
C -4.254526 5.651381 4.357507 0.656 -0.269 1.748 -2.17
C -3.408851 5.338545 3.128857 -0.053 0.691 -1.609 2.10
C -3.753925 6.505453 2.177225 0.373 -1.020 -0.020 -2.23
C -2.847348 6.474302 0.974218 -0.860 0.298 -2.870 1.81
C -1.408726 6.649611 1.289604 0.472 0.602 1.705 -1.56
C -0.966758 5.593183 2.343382 -0.118 0.633 -1.476 2.72
N -1.954719 5.510561 3.423178 -1.518 -0.438 0.700 -0.13
O -1.601068 4.480158 4.355331 -0.523 -0.836 -1.036 -0.40
C -0.620480 4.287331 1.630315 -0.001 -1.921 0.890 -0.71
C 0.270394 6.114779 2.991609 0.195 1.418 1.038 -1.85
C -3.841278 4.018178 2.365088 -1.219 -0.681 1.758 0.43
H -4.324750 4.789006 5.077408 0.161 0.840 -0.564 0.17
H -5.277666 5.945889 4.095942 0.200 -0.227 -0.191 0.38
H -3.787347 6.543764 4.886504 -0.491 -1.202 -0.514 0.46
H -4.797292 6.354105 1.952389 -0.368 0.044 -0.649 0.59
H -3.715639 7.427174 2.725372 0.411 0.657 0.251 0.35
H -3.077160 7.319730 0.255946 -0.310 -0.900 0.596 0.56
H -2.988958 5.502362 0.407087 -0.057 1.170 0.520 -1.14
H -1.295086 7.658773 1.720517 -0.107 -0.254 0.399 0.42
H -0.704263 6.746731 0.450680 -0.374 -0.808 -0.081 0.22
H -1.454969 3.719000 1.155807 0.416 0.604 0.480 -0.36
H 0.077705 4.509674 0.826801 0.342 -0.100 0.069 0.79
H -0.146549 3.549880 2.390290 -0.555 1.117 -1.306 -0.55
H 1.124090 6.206219 2.333246 0.157 -0.139 -0.308 0.34
H 0.086807 7.123355 3.471393 0.114 -1.109 -0.531 0.43
H 0.456747 5.408496 3.765453 0.806 -0.378 0.854 0.11
H -4.947444 3.985974 2.198304 0.661 0.493 0.367 0.63
H -3.685760 3.057606 2.940716 0.351 1.102 -0.594 -0.53
H -3.480112 3.921270 1.361239 0.529 -0.059 -0.194 -1.21
H -1.966230 3.649500 3.932198 0.793 0.591 0.773 -0.10
C 0.293952 -1.466546 0.310052 0.420 0.175 -0.807 0.68
C 0.149414 0.017165 0.829176 0.703 -0.630 -0.446 1.82
C 1.282905 0.885825 0.191369 -0.698 -0.530 -0.609 -0.48
C 0.916325 1.264871 -1.242025 1.797 -1.512 -1.002 0.06
C -0.440506 1.795968 -1.439831 -1.124 0.948 -0.928 0.74
C -1.541024 0.872709 -0.904761 -0.456 0.474 1.312 2.04
N -1.164997 0.610311 0.515017 0.280 0.145 0.468 0.67
O -2.197475 -0.090970 1.234514 0.771 -0.511 -0.770 1.98
C -2.862896 1.650434 -0.800490 0.576 0.464 -2.155 -1.08
C -1.756380 -0.381205 -1.766350 0.854 1.232 1.407 -1.12
C 0.392404 0.077421 2.330688 0.313 0.218 1.273 0.77
H 0.756260 -2.142297 1.040063 -0.090 0.324 -0.119 -0.34
H 0.927095 -1.514361 -0.624948 -0.450 0.179 1.013 -0.92
H -0.650456 -1.929073 -0.009800 0.237 0.265 0.534 0.04
H 1.475909 1.703868 0.865788 -0.034 0.704 -0.001 0.77
H 2.213989 0.304449 0.104800 -0.312 -0.008 0.446 -0.60
H 1.049375 0.301965 -1.828141 -0.190 0.932 0.329 -1.03
H 1.635711 1.963118 -1.701833 0.019 -0.209 0.343 1.08
H -0.618650 2.052373 -2.532809 0.062 -0.502 1.098 -0.57
H -0.449183 2.762299 -0.924713 -0.497 -0.005 0.175 -1.05
H -3.089297 1.988779 -1.846069 0.079 -0.040 0.722 -0.48
H -3.698206 1.042639 -0.522052 -0.286 -0.427 0.462 0.37
H -2.792042 2.537135 -0.179436 0.027 -0.066 0.156 -0.18
H -0.857000 -0.977281 -1.724936 -0.250 -0.519 -0.290 -0.23
H -2.656630 -0.817276 -1.396973 -0.417 -1.073 0.207 -0.01
H -1.926318 -0.030111 -2.737500 -0.274 0.304 -1.721 0.64
H -0.092085 -0.737333 2.909176 -0.192 0.751 -0.328 -1.15
H 0.238304 1.100448 2.793616 -0.369 -1.127 -0.714 -0.66
H 1.453441 -0.076899 2.559217 0.091 -0.234 -0.429 -0.19
H -2.114240 -1.051487 1.002939 -0.237 0.650 0.129 -1.22
C -1.388638 0.413506 -7.824944 -2.170 0.822 -0.408 -1.74
C -0.289821 1.438333 -7.996081 2.109 0.528 0.883 1.98
C -0.371182 2.523440 -6.839733 -1.002 -0.548 -1.277 -1.37
C -0.021155 1.940634 -5.454596 -0.291 0.829 -1.189 1.08
C 1.403342 1.402688 -5.457144 -0.454 1.047 0.770 -0.49
C 1.559654 0.306728 -6.462625 -0.286 -0.256 0.077 2.32
N 1.156036 0.893440 -7.809603 -0.795 0.469 1.269 0.11
O 1.460564 -0.059787 -8.785877 0.016 -0.618 -1.054 -0.50
C 3.017635 -0.056948 -6.600835 -0.289 -1.482 0.283 -2.42
C 0.783932 -0.946968 -5.968571 0.354 0.080 -0.455 -0.72
C -0.309365 2.077674 -9.399051 1.653 -0.256 0.550 -1.98
H -2.429108 0.791209 -8.164000 1.706 -0.199 0.231 0.33
H -1.566510 0.163161 -6.796507 0.137 -0.218 0.511 0.32
H -1.230315 -0.493714 -8.365062 0.358 -0.612 -0.474 0.43
H 0.339221 3.324248 -7.001997 0.318 0.144 -0.427 0.43
H -1.389459 3.006020 -6.988940 0.882 -0.629 0.794 0.20
H -0.706772 1.134178 -5.201910 -0.206 0.352 0.451 -0.42
H -0.065697 2.791331 -4.780649 -0.330 -0.164 0.544 -0.25
H 1.562391 1.051865 -4.422593 0.445 -0.142 -0.393 -0.69
H 2.107896 2.231187 -5.668676 -0.236 -0.349 0.109 0.35
H 3.041580 -0.844756 -7.350630 0.460 -0.137 0.002 0.63
H 3.549586 0.787101 -6.954933 0.841 0.865 -0.252 0.60
H 3.459678 -0.483782 -5.676444 -0.313 0.498 -0.384 0.09
H -0.126388 -0.622329 -5.461083 -0.075 -0.486 -0.281 -0.08
H 0.586214 -1.560106 -6.867792 -0.152 -0.044 0.710 0.44
H 1.372429 -1.523551 -5.213442 -0.223 0.397 -0.730 -0.30
H -0.313761 1.283220 -10.171280 0.102 0.599 0.335 0.39
H 0.593243 2.756788 -9.496061 -0.901 -0.935 -0.067 0.35
H -1.167343 2.696937 -9.497097 -0.954 0.441 -0.166 0.45
H 2.332262 0.197300 -9.141457 -0.696 0.033 0.218 0.37
C -0.494081 -6.582392 -4.337025 1.053 0.146 1.693 -1.60
C 0.305604 -5.273918 -4.101696 0.395 2.135 0.386 1.64
C -0.674040 -4.056792 -3.900646 -0.921 -1.836 1.178 -1.51
C -1.361584 -4.051410 -2.496900 -0.208 -0.673 -0.957 -0.94
C -0.302706 -4.087868 -1.462408 2.255 -0.012 -0.199 0.37
C 0.679953 -5.306952 -1.563351 0.248 0.832 0.147 1.98
N 1.252367 -5.256178 -2.941543 -0.795 -1.208 -0.117 0.95
O 2.026593 -6.462209 -3.109588 1.356 1.140 0.292 -0.71
C 1.869975 -4.972029 -0.607509 -0.258 -0.981 -0.363 -0.74
C 0.100166 -6.653891 -1.148734 1.878 -0.846 0.369 -1.87
C 1.193639 -4.937381 -5.319601 -0.405 -1.495 -1.719 -1.61
H -0.906469 -6.512764 -5.339590 0.092 -0.496 -0.118 0.56
H -1.341937 -6.622420 -3.595965 0.857 -0.251 -0.781 0.21
H 0.271721 -7.415455 -4.144830 -1.561 0.874 -0.677 0.25
H -0.245537 -3.084969 -4.043519 0.566 0.407 -0.373 -0.36
H -1.455385 -4.262355 -4.613402 -0.318 0.482 -0.641 0.95
H -2.016773 -4.910606 -2.363212 -0.165 -0.334 -0.255 0.61
H -2.026838 -3.195526 -2.395083 0.146 0.281 0.004 0.17
H -0.639520 -4.043171 -0.432801 -0.093 0.228 0.164 0.21
H 0.372476 -3.224332 -1.713187 -0.554 -0.481 0.714 -0.90
H 2.598121 -5.775843 -0.488838 -0.086 -0.390 -0.470 0.83
H 2.414785 -4.147298 -1.017208 0.129 0.760 0.089 -0.64
H 1.550992 -4.821998 0.417252 -0.451 0.570 0.128 -0.52
H 0.230900 -6.767606 -0.056006 -0.123 -0.014 -0.397 0.38
H -0.923149 -6.794089 -1.355000 -1.313 -0.099 -0.463 0.31
H 0.707459 -7.476812 -1.641000 -0.825 0.953 0.637 0.32
H 1.931422 -4.156254 -5.265812 -0.082 0.727 0.773 0.06
H 0.582007 -4.732904 -6.227630 0.051 0.075 0.647 0.44
H 1.805313 -5.797413 -5.651047 -0.355 -0.024 0.444 0.36
H 2.939281 -6.069659 -3.046797 -0.412 -0.668 -0.232 0.40
C 4.425805 -0.235354 7.071494 -0.179 2.697 0.568 -1.95
C 3.198727 0.399322 6.325124 -0.179 -0.245 -0.828 2.20
C 2.058352 -0.592295 6.469574 -0.318 -0.918 2.612 -1.04
C 0.656293 -0.137256 6.120371 0.429 -0.303 -0.313 1.38
C 0.302094 1.099620 6.857181 0.503 0.734 2.447 -1.97
C 1.376564 2.175900 6.702379 0.807 0.339 0.920 2.13
N 2.703849 1.560231 7.043530 0.987 1.985 -0.170 0.16
O 3.726830 2.609944 6.927395 -0.205 -1.361 2.335 -0.58
C 1.286677 2.761330 5.316805 -1.134 1.227 -0.368 -0.89
C 1.068980 3.278808 7.756893 0.793 0.101 0.516 -2.13
C 3.618634 0.582175 4.838428 -1.994 0.045 -0.079 -2.00
H 4.182079 -0.082530 8.143528 0.326 -0.467 -0.479 0.49
H 5.383285 0.345065 6.883554 -1.116 -0.852 0.012 0.32
H 4.499631 -1.269696 6.811453 0.272 -0.643 -0.128 0.24
H 2.287524 -1.535613 6.033207 0.268 -0.525 -0.837 -0.85
H 2.075833 -0.874484 7.578719 -0.226 0.482 -1.075 0.74
H -0.087508 -0.896445 6.358891 0.098 -0.343 -0.246 1.00
H 0.636324 0.072326 5.052004 -0.367 -0.156 -0.200 -1.18
H 0.207553 0.974671 7.997016 0.205 -0.441 -1.486 0.43
H -0.654570 1.482292 6.567159 -0.391 0.376 -0.430 -0.27
H 1.205832 1.968260 4.590802 0.237 0.002 -0.472 -0.35
H 0.276852 3.234256 5.344408 0.719 0.022 -0.504 0.10
H 2.011676 3.558167 4.989215 -0.488 -0.881 0.514 0.53
H 1.774222 4.146178 7.710758 -0.812 -0.499 -0.508 0.33
H 0.001765 3.578600 7.627292 0.877 0.008 0.258 0.26
H 1.278400 2.910967 8.793433 -0.571 -0.101 -0.820 0.51
H 3.999855 -0.364705 4.593440 0.985 -1.305 -0.604 0.48
H 4.357941 1.317319 4.674100 1.025 0.818 0.113 0.80
H 2.843343 0.756626 4.051369 0.127 0.009 1.021 0.23
H 3.690003 3.049707 6.100292 -0.543 0.378 -1.679 0.37
C -5.195022 -4.554750 0.713747 1.036 -0.191 0.160 -1.43
C -4.911311 -3.222692 1.432940 1.884 -0.384 -0.754 1.79
C -5.628989 -3.115532 2.741581 -0.239 0.126 1.540 -1.30
C -5.047854 -4.060009 3.836753 -2.396 -0.607 -1.123 -1.11
C -3.610555 -3.908533 3.995549 2.617 -0.847 -0.611 -0.80
C -2.784774 -4.059057 2.686812 -0.350 0.495 -0.736 1.36
N -3.443349 -3.106346 1.735194 -0.487 0.119 0.699 0.07
O -2.729844 -3.035607 0.539781 0.282 1.147 -0.058 0.86
C -1.356336 -3.497892 2.907620 -0.395 -1.136 0.056 -0.55
C -2.627594 -5.547264 2.211556 0.923 0.378 1.593 -1.40
C -5.328771 -2.097209 0.492699 -0.173 1.082 -0.027 -2.09
H -6.111211 -4.465731 0.150698 -0.555 -0.369 0.150 0.53
H -5.145548 -5.404001 1.441320 -0.495 0.672 -1.018 0.24
H -4.410407 -4.688547 -0.073988 -0.558 -0.160 0.606 -0.01
H -5.580510 -2.092623 3.134452 0.215 0.027 -0.280 0.46
H -6.692280 -3.288913 2.569040 -0.061 -0.262 0.091 0.46
H -5.376108 -5.096658 3.585626 0.492 0.473 0.210 0.37
H -5.461433 -3.861935 4.814971 -0.682 0.204 0.167 0.50
H -3.219826 -4.650590 4.688813 0.035 -0.225 0.188 0.45
H -3.370060 -2.960282 4.444486 0.054 0.354 -0.038 0.10
H -0.906688 -4.093484 3.709355 0.096 0.221 -0.033 0.98
H -0.676464 -3.607169 2.032612 -0.679 0.233 0.515 -0.43
H -1.481071 -2.474818 3.230892 0.378 0.320 -0.095 -0.88
H -2.033377 -5.610681 1.299925 0.221 -0.012 0.008 0.15
H -2.041000 -6.008317 3.066370 -0.465 0.218 -1.202 0.44
H -3.504356 -6.154364 2.060201 -0.418 0.083 0.150 0.35
H -4.985183 -1.059762 0.692885 0.177 -0.745 0.599 -0.05
H -6.399791 -2.073820 0.645050 -0.523 0.215 -0.507 0.66
H -5.102686 -2.211710 -0.573106 -0.050 -0.589 0.231 0.21
H -2.672806 -3.911316 0.188391 0.102 -1.185 -0.641 -0.30
C -6.466926 2.067786 -0.082222 -0.241 -1.317 -0.075 -1.12
C -6.091568 2.879276 -1.291424 0.862 0.804 0.764 1.56
C -7.086268 3.473468 -2.250205 -1.239 -1.589 -1.186 -1.47
O -5.352094 3.918812 -0.628417 0.941 1.357 -1.419 -0.24
H -6.784133 2.656539 0.751425 -0.136 0.827 0.369 0.34
H -5.516113 1.594818 0.208998 -0.604 -0.163 0.228 0.15
H -7.265504 1.329517 -0.200267 0.297 -0.212 -0.415 0.34
H -5.394631 2.258349 -1.887374 -0.243 0.161 0.031 -0.18
H -7.807493 2.687891 -2.662928 1.064 0.731 0.446 0.34
H -6.495124 3.826312 -3.097716 -0.272 0.247 -0.092 0.27
H -7.742095 4.255945 -1.901782 0.160 0.391 0.563 0.34
H -4.918830 4.580983 -1.266810 -0.530 -1.143 0.895 0.12
C -3.120435 -0.624566 4.328547 -0.320 -1.101 -0.282 -1.29
C -3.144978 0.850416 4.462341 0.940 1.626 -0.034 0.78
C -3.142223 1.242113 5.963208 -0.989 0.318 -1.912 -2.28
O -1.913079 1.450509 3.988750 -0.013 0.524 1.667 1.87
H -2.304416 -1.024597 4.966051 -0.501 0.105 -0.121 0.27
H -2.876491 -0.942541 3.299584 -0.551 0.118 0.397 0.29
H -4.115825 -1.043601 4.654512 1.043 0.287 -0.339 0.28
H -3.888552 1.362132 3.811871 -0.373 -0.710 0.903 0.49
H -4.160040 1.196279 6.319391 -0.392 -0.005 0.360 0.59
H -2.828361 2.308571 5.953323 0.287 -0.873 0.802 0.31
H -2.573757 0.443504 6.452447 0.303 0.922 0.333 0.49
H -1.667878 1.122663 3.147350 0.049 -0.789 -1.606 -1.15
C 2.281338 8.038515 -5.873521 -0.773 -0.828 0.243 -1.33
C 2.421945 6.541621 -6.175312 1.387 1.240 -1.114 0.62
C 3.397028 5.907227 -5.260583 0.549 -0.241 1.318 -1.39
O 1.202528 5.865679 -6.078368 -0.128 -0.534 0.332 -0.31
H 1.970258 8.580340 -6.746993 -0.052 0.388 -0.467 0.38
H 3.192002 8.438840 -5.480452 0.560 0.378 0.124 0.39
H 1.492254 8.138730 -5.137518 -0.087 0.176 0.387 0.24
H 2.814955 6.506395 -7.208427 -0.163 -0.431 0.114 0.23
H 3.096432 6.093423 -4.247342 -0.469 0.172 0.794 0.29
H 4.418963 6.264372 -5.258835 0.149 0.412 -0.678 0.42
H 3.455728 4.844503 -5.317005 -0.140 -0.927 -0.504 0.28
H 0.665667 6.264058 -6.748670 -0.896 0.113 -0.495 0.23
```
Positions in Å, forces in eV/Å.

Output
- HOMO-LUMO gap (Eh) = 0.3201
- total charge = 0
- lowest unoccupied orbital energy (eV) = 0.48